(1)
ORCA calculation (ωB97M-V/def2-TZVPD) on the molecule H6N4OS at a distorted geometry.

CARTESIAN COORDINATES (ANGSTROEM)
N 0.04252 -1.60689 0.85141
N -2.26301 -0.06220 -0.00281
N 1.32294 -0.32360 -1.01667
N -0.93908 0.44317 -0.37615
O 1.04980 1.25234 0.97960
S 0.35840 -0.29637 0.35099
H -2.27761 0.01080 0.98618
H -2.08705 -1.07820 -0.09123
H 1.89191 -1.07566 -1.22697
H 1.80319 0.52239 -1.26270
H -0.75943 1.36826 -0.53393
H 1.85742 0.84597 1.34229

Properties
- 2S+1 = 3
- lowest unoccupied orbital energy (spin up / spin down) (eV) = 0.8 / -2.9
- energy relative to the best compared isomer or geometry (same formula, charge and spin) (kcal/mol) = 0.00
- gap between HOMO and LUMO (spin up / spin down) (eV) = 6.5 / 7.3

(2)
ORCA calculation (ωB97M-V/def2-TZVPD) on a cluster of 2 separate species, C4H14NS2 in total at a distorted geometry.

CARTESIAN COORDINATES (ANGSTROEM)
C 2.55593 -0.90762 0.35095
S 1.62333 0.63102 0.14215
S 0.92801 0.28996 -1.83144
H 2.02223 -1.83351 0.20909
H 2.93347 -0.86944 1.39264
H 3.42355 -0.78598 -0.23618
H 2.11075 0.36783 -2.46678
C -2.00524 1.77561 1.15990
C -2.05781 0.26948 1.38754
N -1.77318 -0.59756 0.15484
C -1.76262 -2.09782 0.32752
H -2.74992 2.06002 0.39456
H -2.33093 2.32784 2.06926
H -0.96863 2.09327 0.94431
H -1.47514 -0.17854 2.17498
H -3.04468 0.03189 1.76059
H -0.90136 -0.28076 -0.30536
H -2.53394 -0.40016 -0.50574
H -1.11555 -2.30980 1.18903
H -1.38596 -2.52957 -0.58114
H -2.77451 -2.48382 0.54994

Properties
- charge = +1
- lowest unoccupied orbital energy (eV) = -3.0
- energy relative to the best compared isomer or geometry (same formula, charge and spin) (kcal/mol) = 14.72
- gap between HOMO and LUMO (eV) = 9.7

(3)
ORCA calculation (ωB97M-V/def2-TZVPD) on the ion C4H10NO2S with charge +1 at a distorted geometry.

CARTESIAN COORDINATES (ANGSTROEM)
C -2.05523 -0.60016 0.14977
C 1.47601 0.20191 -0.91538
C -0.21107 -0.01917 1.60022
C -0.03418 0.57897 -0.77672
N -0.67734 -0.21898 0.27307
O -2.92772 0.95616 -2.28408
O -2.98603 0.54451 0.17547
S -3.81815 1.24246 -1.22888
H -2.29172 -0.94768 -0.84550
H -2.39944 -1.22888 0.94709
H 1.63767 -0.17619 -1.85260
H 2.10662 0.98923 -0.70985
H 1.65713 -0.62013 -0.17373
H -0.81648 0.77542 1.98622
H -0.49322 -0.98533 2.21470
H 0.84480 0.04867 1.64764
H -0.79548 0.47895 -1.57003
H -0.09500 1.60491 -0.48187

Properties
- charge = +1
- lowest unoccupied orbital energy (spin up / spin down) (eV) = -4.9 / -7.6
- energy relative to the best compared isomer or geometry (same formula, charge and spin) (kcal/mol) = 104.32
- gap between HOMO and LUMO (spin up / spin down) (eV) = 10.7 / 5.2

(4)
ORCA calculation (ωB97M-V/def2-TZVPD) on a structure of composition C48H40ClMnN5O6P2 at a distorted geometry.

CARTESIAN COORDINATES (ANGSTROEM)
Mn 0.65580 0.05863 -1.02416
O 4.58621 4.50675 -0.98664
C 5.33408 3.42322 -0.99820
O 6.53912 3.46587 -0.96371
C 4.60617 2.11900 -1.04331
C 5.18318 0.86470 -0.93791
Cl 6.81043 0.50439 -0.63624
N 4.19100 -0.06408 -0.99537
N 2.99876 0.54721 -1.11302
C 3.22896 1.84494 -1.16464
C 2.02723 2.72593 -1.37731
O 2.14921 3.95498 -1.31203
O 0.95681 2.09186 -1.60649
C 4.24810 -1.48842 -1.04369
C 3.19033 -2.21169 -0.50873
C 3.18279 -3.59350 -0.56988
C 4.23679 -4.26779 -1.16710
C 5.28362 -3.54545 -1.71823
C 5.29308 -2.15995 -1.66709
H 3.60506 4.32045 -1.10478
H 2.36159 -1.69166 -0.05657
H 2.34529 -4.13647 -0.14780
H 4.23897 -5.34918 -1.20832
H 6.10062 -4.05195 -2.21454
H 6.09723 -1.61501 -2.13236
C -1.06121 1.32079 1.92085
N -2.40325 0.85145 1.65574
C -2.64995 0.10516 0.43922
P -1.85010 0.89789 -1.04916
C -2.51705 2.59825 -0.97637
C -1.80336 3.62668 -1.59150
C -2.31043 4.91867 -1.60517
C -3.53049 5.19155 -1.00576
C -4.24086 4.17212 -0.38681
C -3.73841 2.88093 -0.36627
C -2.87748 0.15498 -2.36920
C -3.32542 0.91482 -3.44823
C -4.07705 0.32704 -4.45419
C -4.38508 -1.02430 -4.39902
C -3.92841 -1.79033 -3.33677
C -3.17291 -1.20855 -2.33094
C -3.33786 0.80685 2.69044
C -3.34732 1.80529 3.67413
C -4.24844 1.75797 4.72342
C -5.17954 0.73181 4.80844
C -5.20181 -0.23954 3.82018
C -4.29396 -0.21089 2.77242
P 0.36770 0.19562 1.43460
C 0.28958 -1.18933 2.61248
C -0.74719 -1.35719 3.52136
C -0.78153 -2.47684 4.34142
C 0.21026 -3.43973 4.26230
C 1.24927 -3.27921 3.35501
C 1.28218 -2.16755 2.53339
C 1.70713 1.27473 2.08922
C 2.67490 0.84068 2.99309
C 3.68075 1.70113 3.41033
C 3.74111 3.00035 2.93069
C 2.79581 3.43431 2.01315
C 1.79065 2.57907 1.59314
H -0.93821 1.52132 2.98323
H -0.86260 2.25305 1.37690
H -3.72303 0.05858 0.25746
H -2.24549 -0.91187 0.49564
H -0.84557 3.41259 -2.04306
H -1.74349 5.71208 -2.07470
H -3.92793 6.19858 -1.01415
H -5.19464 4.38064 0.08150
H -4.30446 2.10311 0.13067
H -3.08956 1.96951 -3.50050
H -4.42695 0.93064 -5.28189
H -4.97467 -1.47866 -5.18488
H -4.16340 -2.84646 -3.28857
H -2.81271 -1.81909 -1.51101
H -2.66139 2.63939 3.60034
H -4.23613 2.54285 5.46886
H -5.87702 0.69558 5.63472
H -5.92962 -1.03949 3.87252
H -4.31807 -1.00059 2.03290
H -1.54200 -0.62890 3.60019
H -1.59777 -2.58462 5.04478
H 0.17142 -4.31902 4.89203
H 2.02982 -4.02628 3.28079
H 2.08541 -2.05924 1.81532
H 2.64553 -0.16581 3.38325
H 4.42108 1.34998 4.11827
H 4.52146 3.67128 3.26495
H 2.84484 4.43887 1.61198
H 1.07492 2.92851 0.85879
C 1.26314 -3.70905 -4.84748
N 0.65906 -3.42408 -3.55649
C -0.05594 -4.36748 -2.88204
C -0.61890 -4.13312 -1.68355
C -0.45217 -2.82373 -1.08183
O -0.91479 -2.52025 0.02418
N 0.24140 -1.89636 -1.81066
C 0.82937 -2.15436 -3.00709
O 1.49399 -1.30174 -3.58791
H 1.46388 -4.77536 -4.92918
H 2.19366 -3.15397 -4.92848
H 0.60561 -3.40480 -5.66347
H -0.13519 -5.33073 -3.36930
H -1.18357 -4.88900 -1.16053

Properties
- 2S+1 = 6
- lowest unoccupied orbital energy (spin up / spin down) (eV) = 0.3 / 0.1
- gap between HOMO and LUMO (spin up / spin down) (eV) = 8.2 / 8.1

(5)
ORCA calculation (ωB97M-V/def2-TZVPD) on a cluster of 5 separate species, C11H25F6N5O7S2 in total at a distorted geometry.

CARTESIAN COORDINATES (ANGSTROEM)
N -0.16076 0.59003 0.05022
H -0.78181 -0.12285 0.40547
H -0.77055 1.11592 -0.55945
H 0.50704 0.17033 -0.58064
H 0.25408 1.03535 0.85626
C 1.91192 -2.62324 -0.59678
F 2.16133 -3.89898 -0.91202
F 0.59882 -2.41963 -0.26958
F 2.68559 -2.36265 0.47945
S 2.38505 -1.45478 -2.16269
O 3.84911 -1.66311 -2.15221
O 1.68580 -1.95267 -3.38212
N 1.82039 0.11459 -1.64827
S 2.87309 1.04386 -2.32009
O 4.06452 1.13562 -1.50751
O 3.12932 0.86788 -3.71882
C 1.99869 2.79453 -2.20595
F 1.61461 3.05005 -0.93438
F 2.86573 3.78308 -2.46522
F 0.97748 2.89076 -3.08157
C -2.57412 0.87835 -2.83437
C -2.42614 2.24350 -2.23088
O -1.72361 2.36981 -1.26560
N -3.19914 3.23828 -2.74298
C -2.95828 4.56954 -2.32581
H -3.57054 0.84052 -3.27461
H -2.64996 0.12426 -2.05098
H -1.68651 0.73869 -3.45141
H -3.86598 3.11641 -3.49170
H -3.39219 4.71712 -1.33686
H -3.37655 5.29124 -3.02746
H -1.92987 4.65886 -1.97581
C -2.64607 -1.53092 3.71820
C -2.16354 -1.85373 2.29729
O -1.44989 -1.11950 1.69409
N -2.60143 -2.95263 1.79443
C -2.52711 -3.41676 0.44582
H -2.83448 -0.45735 3.72510
H -1.93667 -1.86834 4.47384
H -3.58293 -2.02011 3.98484
H -3.24665 -3.50939 2.33647
H -3.31027 -4.06856 0.05861
H -1.62570 -3.99688 0.24826
H -2.42579 -2.63682 -0.30885
C 3.64518 0.59591 1.56066
C 2.44779 0.08643 2.29690
O 1.39908 0.74818 2.13839
N 2.54857 -0.94185 3.15073
C 1.43230 -1.52816 3.88801
H 4.43494 0.79024 2.28635
H 3.50659 1.52496 1.00770
H 3.98316 -0.07387 0.76993
H 3.35621 -1.54378 3.07666
H 0.68540 -0.82885 4.26380
H 1.69818 -2.20767 4.69775
H 0.89683 -2.07103 3.10912

Properties
- lowest unoccupied orbital energy (eV) = 0.1
- energy relative to the best compared isomer or geometry (same formula, charge and spin) (kcal/mol) = 21.63
- gap between HOMO and LUMO (eV) = 9.4

(6)
ORCA calculation (ωB97M-V/def2-TZVPD) on the molecule C3H7NO at a distorted geometry.

CARTESIAN COORDINATES (ANGSTROEM)
C -1.47366 0.24978 0.04443
C -0.30999 -0.64036 0.51632
C 0.85041 0.29909 0.22580
N 1.72731 -0.05624 -0.74022
O 0.88475 1.41939 0.71292
H -2.41312 0.08248 0.57038
H -1.08200 1.25510 0.30882
H -1.65593 0.10166 -1.03081
H -0.22043 -1.62161 0.02578
H -0.38684 -0.80582 1.59478
H 1.77812 -0.97701 -1.13610
H 2.30138 0.69356 -1.09212

Properties
- lowest unoccupied orbital energy (eV) = 0.9
- energy relative to the best compared isomer or geometry (same formula, charge and spin) (kcal/mol) = 9.48
- gap between HOMO and LUMO (eV) = 10.8

no.,E (eV)
1,-18931.60560
2,-27529.07533
3,-20719.48971
4,-132585.85675
5,-71569.54492
6,-6762.33916